{
  "formula": "C39H80BeCl12N4O8P",
  "method": "ωB97M-V/def2-TZVPD",
  "species": ["H", "Cl", "H", "C", "H", "C", "C", "H", "H", "H", "H", "H", "H", "C", "N", "H", "C", "C", "H", "H", "H", "H", "C", "Cl", "Cl", "C", "H", "H", "Cl", "H", "H", "H", "O", "Cl", "C", "C", "H", "H", "H", "H", "H", "C", "C", "H", "C", "C", "C", "N", "O", "H", "C", "H", "C", "H", "H", "H", "H", "H", "H", "H", "O", "H", "O", "N", "H", "H", "H", "C", "O", "H", "C", "Cl", "H", "Cl", "C", "C", "C", "Cl", "H", "N", "C", "H", "H", "H", "H", "Cl", "H", "C", "H", "C", "H", "C", "H", "O", "H", "H", "H", "C", "H", "C", "C", "H", "Cl", "H", "H", "H", "H", "C", "H", "C", "H", "H", "H", "C", "H", "C", "H", "H", "O", "O", "H", "Cl", "H", "H", "H", "H", "P", "Cl", "H", "C", "C", "H", "C", "H", "C", "H", "H", "C", "C", "H", "H", "Be", "H", "H", "H"],
  "positions_angstrom": [[-8.024, 1.468, 2.869], [0.986, -2.536, -4.462], [-3.879, 2.247, -2.874], [2.152, -2.581, -3.098], [-0.917, 0.985, -4.899], [-6.679, 2.755, 1.843], [1.207, -2.358, 4.270], [-5.989, 1.515, 4.219], [1.961, -1.608, 4.035], [-0.796, 6.217, -4.422], [-0.596, 0.762, -3.105], [0.774, -5.339, -1.118], [-0.383, -0.883, 4.303], [4.703, 3.135, 1.837], [3.128, -2.850, 0.842], [4.440, -0.326, 1.487], [3.590, -5.186, 1.670], [-4.663, 0.736, 2.636], [4.552, 3.507, -0.667], [2.711, 2.364, 3.347], [-7.438, 3.174, 1.182], [0.964, 5.749, -3.381], [-2.288, 3.213, -4.931], [-4.265, -1.553, -1.442], [1.803, -3.698, 5.214], [2.459, 1.305, -1.978], [5.378, 3.419, 1.030], [5.701, -4.005, 2.789], [-2.102, -4.269, 4.047], [6.298, 1.471, 0.013], [-3.465, 1.081, -4.272], [-4.649, -1.538, 2.416], [1.823, 2.705, 0.537], [-0.203, -6.420, -3.103], [3.880, 1.801, 1.584], [3.537, 1.679, -0.966], [3.920, -5.371, 0.647], [-6.466, -0.093, 3.593], [-2.405, -2.229, -0.259], [-3.907, -0.704, 1.122], [2.554, -5.497, 1.797], [-1.885, 2.513, -3.670], [5.629, 0.620, 0.145], [3.331, -3.327, 2.853], [0.630, 4.877, -2.817], [-2.921, -2.773, -1.050], [-2.039, -2.853, -2.275], [-1.522, 3.448, -2.524], [-1.137, 2.784, -1.253], [-1.024, 6.839, -1.976], [-7.060, 1.405, 2.365], [4.056, -0.476, -0.746], [-3.145, 1.620, -3.380], [7.792, -3.699, -0.195], [3.657, -2.994, -0.007], [2.375, 0.798, 2.783], [4.263, -5.751, 2.315], [-0.585, -2.336, 5.274], [3.546, 3.620, -1.972], [2.973, 1.137, -2.925], [1.271, -0.712, 1.244], [-2.430, 5.705, -4.217], [0.548, -3.155, 0.211], [-4.290, 1.899, 1.818], [2.174, -3.005, 0.550], [-5.527, -0.751, 1.103], [1.847, 0.445, -1.704], [-0.779, 1.456, -3.926], [-2.934, 1.936, 1.325], [0.785, -2.766, 3.351], [-1.369, 5.827, -1.765], [3.625, -1.660, -3.536], [1.733, 2.078, -2.229], [-2.818, -3.501, -3.821], [-3.722, 0.546, 3.791], [5.322, -3.339, 2.014], [-5.681, 1.912, -0.315], [0.775, -0.702, 6.401], [-1.032, -5.472, -1.167], [2.996, 1.841, 0.378], [-0.082, -5.983, -1.320], [-5.682, 4.701, 0.341], [-2.875, 0.858, -2.649], [-4.584, 4.494, 1.669], [7.411, -2.250, 0.838], [2.584, -4.309, -2.789], [-0.027, -7.103, 0.555], [3.786, -3.692, 1.933], [-1.759, 4.765, -6.225], [0.133, -1.574, 4.970], [-3.586, 1.421, 4.426], [-0.918, 4.762, -2.821], [5.531, -2.390, 2.508], [5.991, -3.589, 0.687], [5.244, 3.063, 2.781], [-4.025, 4.063, 0.213], [1.143, 4.012, -3.236], [-1.402, 5.342, -4.185], [0.927, 5.000, -1.776], [-1.345, 4.329, -5.316], [-4.729, -0.620, 1.834], [1.715, -2.212, -2.170], [-0.107, -5.550, 2.737], [-3.989, -0.269, 4.463], [4.959, 0.504, -1.975], [-2.747, 0.242, 3.411], [-6.471, 3.477, 2.632], [-5.374, 2.559, 1.032], [-6.072, 0.894, -0.315], [3.200, 1.501, 2.895], [-7.236, 0.623, 1.626], [0.165, 1.996, -3.854], [-6.499, 2.376, -0.866], [0.157, -7.238, -0.511], [-1.411, -3.798, 1.841], [4.539, 0.475, -0.970], [5.093, 2.694, -2.184], [-1.037, 5.489, -0.784], [0.013, -0.759, -0.683], [-1.031, -1.259, 1.507], [5.719, 0.754, 2.162], [-2.769, -5.618, 1.518], [2.979, -1.883, 1.092], [-1.215, -3.538, -2.077], [-3.324, 3.543, -4.861], [-2.458, 5.875, -1.752], [0.178, -1.630, 0.584], [1.794, -7.819, -0.786], [-0.376, 3.972, -5.666], [7.378, -3.335, 0.746], [-1.569, -4.690, 2.448], [-0.545, -8.040, -0.737], [-6.057, 0.884, 3.333], [-2.308, 2.481, -5.738], [4.249, 2.914, -1.530], [7.921, -3.820, 1.557], [6.162, -0.330, 0.152], [-4.960, 4.005, 0.770], [4.890, 0.666, 1.459], [-3.382, -3.718, -0.764], [-4.816, 1.871, -0.977], [-0.317, 0.967, 0.913], [3.997, 3.966, 1.840], [3.900, 1.109, 3.634], [-1.507, -1.908, -2.391]],
  "lowdin_spin": [0.000, 0.000, 0.000, 0.000, 0.001, 0.001, 0.000, 0.000, 0.000, 0.000, 0.002, 0.000, 0.000, 0.026, 0.000, 0.000, 0.000, 0.027, 0.000, 0.000, 0.000, 0.001, -0.001, 0.000, 0.000, 0.005, 0.000, 0.000, 0.000, 0.000, 0.000, 0.002, 0.385, 0.000, 0.026, 0.032, 0.000, 0.000, 0.000, 0.001, 0.000, 0.020, 0.000, 0.000, 0.017, 0.000, 0.000, 0.374, 0.532, 0.000, 0.000, 0.000, 0.007, 0.000, 0.000, 0.000, 0.000, 0.000, 0.002, 0.000, 0.006, 0.000, 0.000, 0.403, 0.000, 0.000, 0.000, 0.015, 0.496, 0.000, 0.009, 0.000, 0.000, 0.000, 0.004, 0.000, 0.017, 0.000, 0.000, 0.470, 0.000, 0.000, 0.000, 0.000, 0.000, 0.000, 0.000, 0.000, 0.000, 0.000, 0.000, 0.024, 0.000, 0.000, 0.002, -0.001, 0.000, -0.001, 0.001, 0.000, 0.022, 0.000, 0.000, 0.000, 0.000, -0.001, 0.000, 0.025, 0.000, 0.003, 0.000, 0.000, 0.002, 0.000, 0.000, 0.004, 0.002, -0.001, 0.002, -0.002, 0.000, 0.000, 0.000, 0.000, 0.000, 0.000, 0.000, 0.000, 0.000, 0.000, 0.000, 0.000, 0.001, 0.000, 0.025, 0.000, 0.000, 0.004, 0.002, 0.000, 0.001, 0.006, 0.001, 0.000, 0.000],
  "e_lumo_ev": [-2.214, -2.443],
  "multiplicity": 4,
  "molar_mass_g_mol": 1198.51,
  "e_tot_ev": -224032.530,
  "homo_lumo_gap_ev": [6.03, 5.80],
  "homo_ev": [-8.24, -8.24]
}